{
  "formula": "C15H26HoN4O2",
  "method": "the ωB97M-V functional and the def2-TZVPD basis",
  "elements": ["Ho", "O", "O", "N", "N", "N", "N", "C", "C", "C", "C", "C", "C", "C", "C", "C", "C", "C", "C", "C", "C", "C", "H", "H", "H", "H", "H", "H", "H", "H", "H", "H", "H", "H", "H", "H", "H", "H", "H", "H", "H", "H", "H", "H", "H", "H", "H", "H"],
  "coordinates": [[0.850, -1.290, 0.107], [1.201, -2.331, 1.927], [2.048, -0.346, 1.737], [3.114, -2.306, -0.095], [0.661, 1.205, -0.400], [-1.404, -1.672, -0.264], [0.538, 3.728, -0.706], [3.667, -3.026, 1.127], [-0.097, 1.529, -1.636], [-0.051, 1.849, 0.768], [2.035, 1.781, -0.506], [-5.671, -2.030, -0.318], [-3.525, -1.453, 0.835], [-2.040, -2.011, -1.404], [-0.259, 3.379, 0.515], [-4.183, -1.865, -0.330], [3.525, -2.126, 2.374], [2.176, -1.541, 2.123], [-0.042, 3.059, -1.916], [1.979, 3.322, -0.516], [-3.417, -2.088, -1.467], [-2.164, -1.406, 0.821], [-6.189, -1.071, -0.401], [-1.012, 1.370, 0.893], [2.350, 3.745, 0.416], [-1.126, 1.212, -1.499], [0.322, 0.974, -2.462], [2.477, 1.415, -1.430], [-6.023, -2.646, -1.140], [0.480, 4.755, -0.832], [-1.437, -2.246, -2.280], [-3.900, -2.438, -2.374], [0.595, 3.270, -2.770], [3.548, -2.700, 3.275], [3.342, -2.880, -0.894], [-1.295, 3.616, 0.327], [4.321, -1.379, 2.409], [2.623, 1.434, 0.346], [-6.040, -2.460, 0.613], [2.581, 3.730, -1.335], [3.725, -1.510, -0.253], [4.719, -3.219, 0.977], [-1.630, -1.166, 1.738], [0.094, 3.928, 1.356], [3.119, -3.950, 1.200], [0.519, 1.665, 1.678], [-4.051, -1.246, 1.759], [-1.050, 3.434, -2.090]],
  "spin_multiplicity": 5,
  "total_energy_ha": -1903.86034,
  "max_force_ha_per_bohr": 0.02984,
  "charge": 3,
  "e_homo_ev": [-19.0, -19.0]
}


{
  "formula": "C15H26KN3OSbSe4Si",
  "method": "the ωB97M-V functional and the def2-TZVPD basis",
  "elements": ["Sb", "Se", "Se", "Se", "Se", "K", "Si", "O", "N", "N", "N", "C", "C", "C", "C", "C", "C", "C", "C", "C", "C", "C", "C", "C", "C", "C", "H", "H", "H", "H", "H", "H", "H", "H", "H", "H", "H", "H", "H", "H", "H", "H", "H", "H", "H", "H", "H", "H", "H", "H", "H", "H"],
  "coordinates": [[3.901, -1.716, 5.113], [4.050, -4.145, 4.537], [2.973, -0.590, 3.177], [6.145, -0.977, 5.778], [2.510, -1.500, 7.130], [1.615, 0.395, 0.697], [0.388, -3.055, -0.040], [1.097, 2.006, -0.998], [-0.026, -1.447, 0.249], [-0.922, 2.969, -1.405], [-0.716, 0.303, 1.626], [-0.326, 3.180, -4.153], [0.159, 1.724, -3.964], [-2.876, 0.369, 2.681], [0.018, 1.964, -1.566], [0.075, -4.215, 1.392], [-0.977, -0.923, 1.049], [-3.171, -0.884, 2.122], [2.232, -3.090, -0.380], [-0.410, 4.294, -1.808], [-1.636, 0.910, 2.400], [-2.260, -1.522, 1.322], [0.284, 4.224, -3.187], [-0.291, 0.998, -2.670], [-1.213, 2.225, 3.012], [-0.460, -3.782, -1.550], [2.758, -2.763, 0.533], [0.777, -3.976, 2.207], [-0.133, -4.819, -1.741], [2.502, -2.408, -1.202], [-0.238, -3.181, -2.446], [-3.582, 0.893, 3.316], [-1.552, -3.789, -1.410], [-4.136, -1.345, 2.315], [-0.584, 2.041, 3.889], [0.250, 0.065, -2.530], [-1.780, 2.745, -1.878], [0.274, 4.667, -1.050], [-2.488, -2.481, 0.868], [2.604, -4.098, -0.644], [0.256, 5.213, -3.650], [1.342, 3.982, -3.042], [-0.618, 2.803, 2.298], [-1.361, 0.778, -2.697], [-1.264, 4.968, -1.836], [-0.064, 3.470, -5.172], [1.253, 1.730, -3.979], [-2.073, 2.822, 3.326], [-1.424, 3.220, -4.110], [-0.943, -4.110, 1.794], [0.224, -5.266, 1.098], [-0.162, 1.128, -4.821]],
  "total_energy_ha": -11562.25212,
  "max_force_ha_per_bohr": 0.02571,
  "e_above_lowest_ev": 0.823,
  "charge": -1,
  "e_homo_ev": [-4.4, -4.4]
}


{
  "formula": "C15H26MgNO2P",
  "method": "the ωB97M-V functional and the def2-TZVPD basis",
  "elements": ["P", "Mg", "O", "O", "N", "C", "C", "C", "C", "C", "C", "C", "C", "C", "C", "C", "C", "C", "C", "C", "H", "H", "H", "H", "H", "H", "H", "H", "H", "H", "H", "H", "H", "H", "H", "H", "H", "H", "H", "H", "H", "H", "H", "H", "H", "H"],
  "coordinates": [[-2.010, -1.061, -0.978], [-0.546, -0.950, 1.091], [0.217, -1.964, 2.642], [0.025, 0.248, 2.674], [0.264, 2.327, 0.243], [-0.743, -2.251, -1.647], [2.822, -1.241, -2.525], [1.595, -1.907, -2.543], [-2.188, 0.001, -2.462], [1.639, 2.276, 0.676], [2.466, 0.970, 0.540], [0.627, -1.612, -1.553], [0.803, -0.875, 4.697], [2.109, -0.029, -0.525], [0.909, -0.726, -0.519], [-3.532, -2.056, -1.043], [0.004, 2.477, -1.170], [3.065, -0.296, -1.537], [-0.659, 3.011, 1.122], [0.335, -0.848, 3.270], [-2.842, 0.843, -2.200], [-3.426, -2.916, -0.364], [1.627, 2.537, 1.748], [2.463, 0.481, 1.525], [-0.458, 2.705, 2.160], [1.345, -2.642, -3.308], [-2.639, -0.599, -3.264], [2.190, 3.066, 0.121], [-1.688, 2.732, 0.872], [-1.208, 0.379, -2.779], [0.593, 1.733, -1.728], [-1.013, -2.481, -2.687], [3.570, -1.451, -3.293], [3.494, 1.309, 0.354], [-2.619, -0.918, 2.467], [0.270, 3.496, -1.523], [-3.729, -2.391, -2.073], [-1.066, 2.308, -1.361], [-0.563, 4.110, 1.039], [1.355, -1.806, 4.795], [-0.063, -0.915, 5.357], [1.423, -0.035, 4.983], [-4.351, -1.412, -0.688], [4.011, 0.240, -1.507], [-3.071, -0.702, 1.925], [-0.806, -3.164, -1.025]],
  "total_energy_ha": -1333.85836,
  "max_force_ha_per_bohr": 0.03717,
  "e_above_lowest_ev": 0.000,
  "e_homo_ev": -7.3
}


{
  "formula": "C15H26MgNOP",
  "method": "the ωB97M-V functional and the def2-TZVPD basis",
  "elements": ["P", "Mg", "O", "N", "C", "C", "C", "C", "C", "C", "C", "C", "C", "C", "C", "C", "C", "C", "C", "H", "H", "H", "H", "H", "H", "H", "H", "H", "H", "H", "H", "H", "H", "H", "H", "H", "H", "H", "H", "H", "H", "H", "H", "H", "H"],
  "coordinates": [[-1.507, 1.539, -0.958], [0.031, -0.347, -0.090], [-0.321, -1.108, 2.933], [-0.471, -3.043, -2.315], [-2.081, -2.349, 0.437], [-2.536, 1.095, -2.405], [-4.352, -2.031, 1.261], [0.357, -0.333, 2.320], [-1.964, -0.986, 0.298], [-3.002, -0.132, 0.600], [-1.383, 3.342, -1.167], [0.064, -2.893, -1.003], [-1.801, -2.703, -2.723], [-2.820, 1.349, 0.336], [-4.203, -0.651, 1.124], [-0.917, -3.264, 0.147], [0.471, -3.290, -3.371], [-3.302, -2.884, 0.922], [1.255, 0.736, 2.841], [0.625, -1.894, -0.983], [1.583, 0.819, -0.183], [-1.896, 1.126, -3.299], [-0.755, 3.537, -2.046], [-1.300, -4.272, -0.081], [-3.368, 1.803, -2.519], [1.221, 0.804, 3.941], [1.655, 0.492, -0.907], [0.907, -2.366, -3.788], [-1.984, -3.264, -3.655], [-0.051, -3.822, -4.176], [0.927, 1.687, 2.395], [-5.290, -2.440, 1.631], [2.281, 0.533, 2.499], [-0.889, 3.777, -0.290], [-3.390, -3.969, 1.020], [1.293, -3.911, -2.986], [-1.931, -1.626, -2.956], [-0.299, -3.374, 1.054], [-2.558, -2.985, -1.975], [0.918, -3.594, -0.927], [-4.998, 0.047, 1.379], [-2.361, 3.820, -1.311], [-2.942, 0.082, -2.303], [-3.744, 1.828, -0.020], [-2.463, 1.897, 1.226]],
  "total_energy_ha": -1258.44825,
  "max_force_ha_per_bohr": 0.06961,
  "e_above_lowest_ev": 0.000,
  "e_homo_ev": -6.0
}


{
  "formula": "C15H26N2",
  "method": "the ωB97M-V functional and the def2-TZVPD basis",
  "elements": ["N", "N", "C", "C", "C", "C", "C", "C", "C", "C", "C", "C", "C", "C", "C", "C", "C", "H", "H", "H", "H", "H", "H", "H", "H", "H", "H", "H", "H", "H", "H", "H", "H", "H", "H", "H", "H", "H", "H", "H", "H", "H", "H"],
  "coordinates": [[-0.834, 0.154, 0.156], [3.024, 1.848, -4.469], [0.397, 1.738, -2.012], [-4.458, 1.920, 2.801], [-2.347, 1.240, 1.640], [1.252, 2.006, -3.074], [1.252, 1.261, -0.765], [0.536, -2.238, 0.615], [-0.340, -1.202, -0.315], [0.360, 0.838, 0.508], [2.485, 1.725, -3.220], [-3.512, 0.760, 2.655], [2.406, 0.804, -1.135], [3.304, 1.337, -2.105], [-1.436, 0.006, 1.451], [1.891, -4.306, 0.674], [0.841, -3.431, -0.129], [0.286, -1.164, -1.181], [1.485, -4.532, 1.474], [-0.808, -0.084, 2.406], [1.747, -1.533, 0.914], [0.020, 1.869, 0.891], [2.358, -5.218, 0.119], [3.027, 0.628, -0.112], [0.062, -3.984, -0.444], [1.132, 0.721, 1.156], [1.614, -3.256, -1.176], [-1.189, -1.692, -0.601], [-3.878, 2.787, 2.977], [-1.824, 2.071, 1.817], [-2.091, -0.863, 1.412], [-0.704, 1.908, -1.917], [-2.864, 0.623, 3.740], [0.028, -2.427, 1.358], [4.130, 1.317, -2.324], [-4.904, 1.923, 1.992], [0.463, 2.292, -3.959], [2.836, -3.711, 0.943], [-5.183, 1.815, 3.731], [4.029, 2.189, -4.414], [-4.150, 0.021, 2.477], [-3.099, 1.128, 0.567], [2.657, 2.713, -5.118]],
  "total_energy_ha": -696.15857,
  "max_force_ha_per_bohr": 0.37699,
  "e_above_lowest_ev": 13.946,
  "e_homo_ev": -7.9
}